# 1
104
Properties=species:S:1:pos:R:3:forces:R:3:lowdin_charge:R:1 method="wB97M-V/def2-TZVPD" total_charge=-1 spin_multiplicity=1
C 3.516084 0.812931 3.714000 0.077 0.221 -0.044 -0.16
C 2.126554 0.827488 3.194842 0.240 -0.008 -0.027 -0.90
Cl 1.891659 1.972723 1.923092 -0.232 0.365 -0.457 0.64
C 1.082975 0.110733 3.584018 -0.216 -0.549 -0.384 -0.85
Cl 1.461984 -1.067882 4.852746 -0.093 -0.184 0.274 0.50
Nb -1.091640 0.150064 2.912488 1.784 0.131 0.822 1.06
C -1.844300 1.598482 4.539094 -0.201 -0.411 -0.645 -0.52
S -1.508597 3.242825 4.205437 -0.253 0.261 0.452 0.48
O -2.275750 4.125762 5.056942 -0.701 0.422 0.304 -0.41
O -0.094039 3.466151 4.217055 1.114 0.000 -0.220 -0.41
H 4.184831 1.235109 2.975770 0.211 0.000 -0.150 0.05
H 3.827514 -0.189834 3.966512 0.124 -0.227 0.186 0.04
H 3.565372 1.446703 4.594594 0.108 0.013 0.290 0.09
H -1.125835 1.548012 1.750539 -1.099 -0.242 0.166 -0.10
H -0.706901 -1.106746 1.620875 -0.151 -0.111 -0.014 -0.17
H -1.759186 -1.171285 4.013198 -0.767 0.590 -0.484 -0.12
H -2.813949 0.019617 2.303573 0.340 -0.233 -0.268 -0.16
H -1.402698 1.389308 5.508340 0.128 -0.055 0.224 0.03
H -2.922754 1.497745 4.587887 -0.264 -0.049 0.144 0.01
H -1.957201 3.431799 2.951449 -0.074 -0.149 -0.169 0.03
C -3.465393 4.489424 -1.209109 0.056 0.073 0.060 -0.06
C -3.052050 3.232740 -0.459231 -0.189 -0.109 -0.043 -0.50
C -3.945060 2.052260 -0.792704 0.035 -0.191 -0.019 -0.06
O -3.032438 3.455502 0.946148 0.044 0.327 0.188 -0.10
H -4.484552 4.777290 -0.932098 -0.020 -0.028 -0.027 0.08
H -2.803480 5.319511 -0.959580 0.015 -0.001 0.001 0.08
H -3.435023 4.323980 -2.287039 -0.002 -0.031 -0.004 0.07
H -2.021690 2.981542 -0.712428 0.027 -0.013 0.015 0.13
H -4.983255 2.254995 -0.508687 0.005 0.080 -0.025 0.08
H -3.617057 1.170922 -0.241260 0.031 0.008 0.025 0.07
H -3.912417 1.836362 -1.861829 -0.007 0.022 -0.014 0.06
H -3.921844 3.673018 1.247469 -0.031 -0.061 -0.112 0.09
C 2.378803 -4.467829 0.882893 -0.018 0.027 -0.058 -0.06
C 3.502153 -3.490826 1.196576 -0.212 0.030 0.141 -0.50
C 3.948317 -3.591106 2.646288 -0.022 0.115 0.012 -0.05
O 3.112225 -2.156834 0.882736 0.127 -0.027 -0.031 -0.06
H 1.505458 -4.244574 1.500508 0.006 -0.008 0.025 0.09
H 2.079329 -4.382427 -0.161844 0.002 0.006 -0.019 0.07
H 2.683282 -5.497946 1.077613 0.013 -0.008 0.015 0.07
H 4.352197 -3.693299 0.539928 0.014 0.016 -0.029 0.13
H 3.118512 -3.344762 3.314081 -0.029 -0.040 -0.008 0.07
H 4.744107 -2.875261 2.845657 0.057 -0.055 0.047 0.05
H 4.306121 -4.592328 2.892959 0.004 -0.012 -0.019 0.08
H 2.358306 -1.912288 1.437180 -0.028 0.038 -0.025 0.08
C -0.023654 0.763358 -3.470410 -0.004 0.023 0.189 -0.05
C -1.434467 0.855370 -4.020610 0.273 0.011 -0.065 -0.49
C -1.468908 0.498241 -5.497665 -0.199 0.051 -0.073 -0.06
O -1.988335 2.152804 -3.793106 -0.186 0.040 -0.038 -0.07
H 0.634205 1.471151 -3.985290 -0.009 -0.030 -0.068 0.08
H -0.005926 1.006185 -2.407901 -0.034 -0.021 0.013 0.08
H 0.372213 -0.241814 -3.609532 0.059 -0.005 -0.018 0.06
H -2.081947 0.173545 -3.467304 -0.040 0.029 0.032 0.14
H -0.858028 1.201997 -6.071638 0.057 -0.024 0.018 0.08
H -2.488995 0.553375 -5.882375 -0.011 -0.010 0.006 0.07
H -1.084990 -0.507886 -5.667969 0.018 -0.004 0.010 0.07
H -1.441722 2.797183 -4.256108 0.046 -0.039 0.033 0.09
C 8.241908 0.391182 3.187731 -0.047 0.038 0.065 -0.06
C 7.970099 -1.003101 3.732340 0.037 0.048 -0.219 -0.50
C 8.653477 -2.074712 2.895233 -0.034 -0.068 0.053 -0.06
O 6.570936 -1.245552 3.813291 0.034 -0.036 0.036 -0.06
H 7.849105 0.481193 2.171307 0.031 -0.018 -0.022 0.08
H 7.748590 1.142630 3.803254 -0.004 0.002 0.016 0.08
H 9.311372 0.606490 3.161633 0.010 -0.009 -0.008 0.08
H 8.325904 -1.065959 4.762333 -0.021 -0.008 0.029 0.14
H 8.271986 -2.050799 1.870656 0.023 0.033 -0.015 0.08
H 8.451129 -3.064291 3.304573 -0.001 -0.003 0.015 0.08
H 9.733694 -1.924186 2.861161 0.007 0.014 -0.005 0.08
H 6.208103 -1.195729 2.920408 -0.056 0.053 0.035 0.08
C 3.168990 -3.402110 -5.155689 0.003 0.096 -0.012 -0.06
C 1.979597 -3.312652 -4.212062 0.015 -0.143 -0.098 -0.50
C 1.359971 -4.677525 -3.957426 -0.080 0.039 0.043 -0.06
O 1.003729 -2.405111 -4.719538 -0.009 0.045 -0.015 -0.06
H 2.851970 -3.795629 -6.126062 0.001 -0.046 0.008 0.08
H 3.601056 -2.415185 -5.318790 0.005 0.011 0.017 0.08
H 3.942131 -4.059723 -4.756428 0.000 -0.016 0.009 0.08
H 2.299531 -2.877828 -3.264268 -0.020 0.039 0.020 0.14
H 0.993445 -5.105880 -4.895243 0.040 -0.019 -0.017 0.08
H 0.515654 -4.590431 -3.274696 0.002 0.012 0.023 0.08
H 2.086254 -5.367998 -3.526977 0.018 -0.006 -0.001 0.08
H 0.683488 -2.747398 -5.562363 -0.016 0.009 0.016 0.09
C -5.737482 3.755933 6.356662 0.014 -0.077 -0.119 -0.06
C -5.354183 3.554793 7.813188 0.100 0.243 -0.108 -0.51
C -5.419915 4.865895 8.586171 0.002 -0.035 0.093 -0.07
O -4.057122 2.983699 7.912945 -0.003 0.012 0.148 -0.05
H -5.029286 4.439324 5.881829 -0.015 0.022 -0.014 0.07
H -5.689280 2.811838 5.814265 -0.001 -0.027 0.022 0.08
H -6.745558 4.164050 6.255393 0.005 0.020 0.042 0.07
H -6.026013 2.829468 8.277746 0.026 -0.047 0.006 0.13
H -4.718803 5.586056 8.156891 -0.021 0.012 -0.037 0.08
H -5.143327 4.707999 9.629025 -0.004 -0.012 0.007 0.07
H -6.421310 5.299783 8.551501 -0.006 0.001 -0.013 0.07
H -3.432237 3.578087 7.474611 0.000 -0.143 -0.179 0.08
C -4.489150 -1.486464 -7.895528 0.045 0.006 0.075 -0.06
C -3.192417 -1.582781 -8.682832 -0.150 -0.119 -0.001 -0.51
C -3.434613 -1.975459 -10.131994 0.088 -0.006 -0.012 -0.07
O -2.296858 -2.504066 -8.058674 0.066 0.062 -0.037 -0.06
H -4.995223 -2.456131 -7.881560 -0.026 0.005 -0.044 0.08
H -4.287508 -1.199940 -6.864051 0.011 0.016 0.004 0.07
H -5.166971 -0.753535 -8.334620 -0.008 0.000 -0.017 0.08
H -2.678619 -0.620943 -8.648361 0.065 -0.011 0.032 0.13
H -3.909512 -2.959516 -10.181786 -0.050 0.016 0.006 0.08
H -2.491337 -2.031476 -10.674751 0.012 0.016 0.000 0.08
H -4.084016 -1.257372 -10.634161 -0.019 0.004 0.005 0.08
H -2.719451 -3.370189 -8.063066 0.008 0.011 0.032 0.08

=====

# 2
108
Properties=species:S:1:pos:R:3:forces:R:3:lowdin_charge:R:1 method="wB97M-V/def2-TZVPD" total_charge=+1 spin_multiplicity=1 e_above_lowest_kcal_mol=166.0
Cd -1.832003 -3.696505 -6.437622 -1.044 1.761 0.060 1.30
C -1.521260 -1.748328 -1.736135 -1.460 -0.890 -0.579 -0.23
O -2.381592 -2.368980 -2.666259 1.144 0.715 0.086 -0.21
H -0.491950 -1.640595 -2.078225 0.393 -0.288 -0.330 0.08
H -1.817158 -0.755974 -1.395895 -0.370 0.224 -0.331 0.07
H -1.503870 -2.418528 -0.876693 0.391 -0.163 0.350 0.08
C 0.639235 -1.314280 -6.555540 -0.311 0.569 -0.034 -0.09
O -0.723144 -1.431189 -7.017623 0.439 -1.649 1.652 -0.40
C -1.266225 -0.171378 -7.387335 -0.166 -0.789 0.368 -0.18
C -2.810307 -0.244912 -7.300840 0.888 0.780 -1.275 -0.18
N -3.336262 -1.521356 -7.802228 0.868 0.360 0.952 -0.10
C -4.761077 -1.588037 -7.499385 0.210 -0.572 -0.706 -0.19
C -5.258647 -3.009883 -7.657161 0.139 -0.281 0.934 -0.18
O -4.281689 -3.947910 -7.098669 -0.423 0.916 -0.557 -0.38
C -4.845140 -5.232256 -6.836978 0.349 0.307 -0.504 -0.09
H 1.183379 -0.880991 -7.394744 0.572 -0.278 0.221 0.10
H 1.041441 -2.248590 -6.163897 -0.210 -0.330 -0.735 0.08
H 0.721295 -0.663008 -5.685352 -0.292 0.426 -0.096 0.09
H -0.805352 -0.048648 -8.367451 -0.682 0.844 -0.362 0.13
H -0.888524 0.572014 -6.685336 -0.101 0.265 -0.157 0.13
H -3.183614 0.495875 -8.007932 0.023 0.644 0.200 0.13
H -3.192380 0.065940 -6.328482 0.197 -0.593 0.156 0.13
H -3.150730 -1.429211 -8.790757 -0.288 -0.692 -0.369 0.13
H -5.358804 -1.030464 -8.220441 -0.075 0.542 0.164 0.13
H -4.865403 -1.153663 -6.505125 -0.392 -0.402 0.020 0.13
H -5.545579 -3.217452 -8.688026 0.784 -0.376 -0.301 0.13
H -6.219484 -3.098160 -7.150135 0.073 -0.196 0.543 0.13
H -5.197522 -5.657676 -7.776628 -0.363 -0.090 0.100 0.10
H -5.635243 -5.094681 -6.098786 0.062 -0.579 0.061 0.10
H -3.995105 -5.839844 -6.526537 -0.370 -0.213 0.472 0.07
C -0.305409 -3.013890 5.443300 1.091 -0.139 -0.425 -0.11
O 0.264516 -2.194100 6.415227 0.379 -0.166 1.532 -0.21
C 0.389783 -0.819165 6.215132 0.489 0.385 -0.632 -0.22
C 1.492023 -0.209127 7.141214 -1.253 -1.006 -0.571 -0.21
N 2.768012 -0.754718 6.739313 0.752 0.954 -0.748 -0.08
C 3.766907 -0.572820 7.802683 1.200 -2.220 -0.558 -0.18
C 5.226586 -1.125055 7.490305 -2.416 1.615 -0.655 -0.25
O 5.251883 -2.523067 7.411018 1.818 -0.522 -0.197 -0.16
C 6.649832 -2.909000 7.337159 0.564 0.543 0.267 -0.10
H -0.488244 -3.938134 5.991421 -0.757 0.024 -0.451 0.10
H 0.439489 -3.250990 4.683690 0.392 -0.141 -0.218 0.08
H -1.103950 -2.573407 4.846307 -0.681 -0.011 0.630 0.09
H -0.600883 -0.366843 6.260811 -0.025 0.429 0.509 0.12
H 0.726478 -0.670703 5.189125 0.243 0.304 -0.326 0.11
H 1.352509 -0.545295 8.168649 -0.760 0.394 0.394 0.11
H 1.419767 0.874597 7.049500 0.237 0.052 0.152 0.12
H 2.552521 -1.726129 6.566121 0.646 -0.366 0.150 0.10
H 3.441739 -1.221427 8.616116 -0.038 0.527 0.895 0.11
H 3.904854 0.474066 8.073083 -0.415 -0.055 0.041 0.12
H 5.877650 -0.681660 8.243701 0.238 -0.378 0.290 0.11
H 5.486526 -0.690052 6.525269 0.367 0.020 -0.236 0.11
H 7.126893 -2.862586 8.316124 -0.405 -0.558 0.469 0.08
H 7.308856 -2.205898 6.827783 -0.605 0.691 -0.629 0.07
H 6.920066 -3.831197 6.822756 -1.055 -0.377 0.304 0.08
C -2.853130 6.108553 0.556500 -0.938 0.897 0.206 -0.09
O -4.223773 5.649297 0.620430 1.396 -0.209 -0.659 -0.20
C -4.398972 4.756253 1.696713 -0.550 0.099 0.536 -0.23
C -5.915533 4.489360 1.880374 0.328 0.679 -0.153 -0.19
N -6.651603 5.772154 2.000873 0.302 -1.351 0.043 -0.06
C -8.097281 5.573266 1.821060 0.933 1.319 -0.609 -0.21
C -8.732660 6.959914 1.932431 -0.230 -0.409 0.637 -0.24
O -8.220756 7.863906 0.968696 -0.932 0.990 -0.963 -0.19
C -9.118895 8.983034 0.669191 0.269 -0.284 0.888 -0.08
H -2.747136 6.789468 -0.288020 -0.290 -0.135 -0.074 0.08
H -2.048424 5.377521 0.478199 -0.421 -0.669 0.005 0.08
H -2.673722 6.701381 1.453420 0.193 0.039 0.182 0.09
H -3.945554 5.202012 2.582043 -0.377 0.328 0.463 0.11
H -3.788973 3.861755 1.570728 -0.306 -0.523 -0.403 0.11
H -6.119589 3.852265 2.740930 0.265 0.173 0.320 0.11
H -6.313457 3.916488 1.042767 0.194 -0.139 -0.509 0.10
H -6.323663 6.334668 1.228777 0.017 0.358 -0.038 0.09
H -8.460517 4.860583 2.561505 -0.212 0.258 0.110 0.12
H -8.339811 5.212789 0.821396 0.006 -0.470 -0.260 0.11
H -8.464976 7.315852 2.927298 -0.323 0.292 0.209 0.12
H -9.810602 6.838308 1.825966 -0.227 0.220 0.069 0.12
H -10.090168 8.712667 0.254908 0.152 -0.656 -0.337 0.08
H -8.665459 9.737666 0.026516 0.477 -0.621 -0.213 0.08
H -9.394657 9.552693 1.556622 0.278 -0.188 0.549 0.08
C 6.100603 -3.580990 -0.855503 -0.091 -0.255 0.656 -0.12
O 6.412929 -2.209944 -0.668112 -0.903 -0.656 0.725 -0.20
C 6.108516 -1.715399 0.662483 0.635 1.951 -1.500 -0.19
C 6.144329 -0.153420 0.466681 -0.577 -1.734 -0.179 -0.21
N 7.422139 0.315851 -0.069593 0.785 0.034 2.213 -0.03
C 8.457226 0.328324 1.013987 -0.349 -0.126 -0.492 -0.21
C 9.836882 0.452464 0.430323 1.306 0.144 0.148 -0.24
O 10.269732 -0.584524 -0.451157 -0.261 -0.310 0.073 -0.19
C 11.528714 -0.290424 -1.057620 -0.524 0.007 0.036 -0.10
H 6.279887 -3.908315 -1.879615 0.326 0.358 0.066 0.09
H 5.066860 -3.839504 -0.626063 -0.489 0.471 -0.087 0.07
H 6.639702 -4.210286 -0.147364 0.562 -0.089 -0.113 0.08
H 6.894747 -1.985440 1.367467 -0.058 -0.436 0.042 0.11
H 5.119830 -1.937563 1.064046 -0.098 -0.644 -0.312 0.12
H 5.786272 0.212982 1.428789 0.688 0.800 0.098 0.11
H 5.359910 0.095832 -0.247929 -0.060 -0.053 -0.096 0.10
H 7.788097 -0.466525 -0.593098 -0.305 -0.069 -0.915 0.08
H 8.396896 -0.531152 1.681641 0.085 -0.691 -0.269 0.10
H 8.354872 1.114559 1.761959 -0.282 0.685 -0.498 0.12
H 10.523209 0.459999 1.277076 0.255 0.095 0.268 0.12
H 9.981911 1.407676 -0.074290 -0.320 0.247 -0.155 0.12
H 12.322214 -0.097248 -0.335727 -0.090 0.210 0.324 0.08
H 11.402828 0.568461 -1.716846 0.202 0.186 -0.060 0.09
H 11.879099 -1.134496 -1.651640 -0.451 -0.130 0.037 0.09
O -2.300557 -7.121574 -1.888341 -0.124 -0.083 0.061 -0.05
H -2.310762 -6.171366 -2.003343 -0.023 0.307 0.069 0.02
H -1.813229 -7.449556 -2.644101 0.150 -0.189 -0.125 0.02
O -7.315686 -3.318935 -0.888352 -0.198 0.071 -0.094 -0.05
H -6.552110 -2.959627 -1.340101 0.187 0.137 -0.090 0.02
H -6.971439 -4.056447 -0.384567 0.032 -0.208 0.180 0.03

=====

no.,orbital gap (eV)
1,7.48
2,2.41